# 1
Computed, not measured: a single C2H4N2O molecule at a distorted geometry, with wB97M-V/def2-TZVPD.

```
9
C2H4N2O, DFT wB97M-V/def2-TZVPD
C 1.1304 -0.6906 -0.3839
C -0.9922 0.4033 0.0778
N 2.3211 -0.7485 -0.0208
N 0.3417 0.2883 0.3244
O 1.0151 0.9766 1.1296
H 0.5810 -1.3863 -0.8751
H -1.7750 -0.4038 0.4896
H -1.4671 1.3708 0.2750
H -1.1549 0.1902 -1.0166
```

Computed properties:
Net charge   0
E_LUMO (spin up / spin down)   -0.021 / -0.029 Eh
E_HOMO (spin up / spin down)   -0.38938 / -0.31533 Ha
Energy above the lowest of the compared OMol25 structures with the same formula, charge and spin   516.68 kJ/mol
Orbital gap (spin up / spin down)   0.368 / 0.287 hartree

=====

# 2
Computed, not measured: a single C41H42N4O8 molecule at a distorted geometry, with wB97M-V/def2-TZVPD.

```
95
C41H42N4O8, DFT wB97M-V/def2-TZVPD
C -0.4246 0.8800 -7.1690
C -0.5589 2.0261 -6.5124
C -0.7024 2.1552 -5.0765
C -1.5819 2.9531 -4.4062
C -1.3664 2.6830 -2.9974
N -0.3838 1.7843 -2.8149
C 0.0595 1.4389 -4.0449
C 1.1149 0.6037 -4.3600
C 1.9169 -0.1989 -3.5502
N 1.8562 -0.3173 -2.2167
C 2.7836 -1.2389 -1.8667
C 2.9807 -1.6613 -0.5603
C 2.2262 -1.2009 0.5059
N 1.3136 -0.1909 0.3771
C 0.7576 0.0808 1.5798
C -0.1682 1.0825 1.9118
C -0.8785 1.9436 1.1303
N -0.9123 2.0975 -0.2121
C -1.8748 2.9828 -0.6301
C -2.0939 3.2702 -1.9539
H -2.8648 3.9809 -2.2035
C -2.5897 3.4458 0.5209
C -3.7612 4.1024 0.6541
C -4.3693 4.1601 1.9441
C -3.9364 3.3990 2.9762
C -4.6960 3.3974 4.2320
O -5.6792 4.0705 4.4446
O -4.1783 2.5472 5.1390
C -4.8679 2.4535 6.3738
H -4.6751 3.3402 6.9825
H -5.9434 2.3727 6.2034
H -4.4873 1.5630 6.8678
C -2.7392 2.4854 2.8497
C -3.1976 1.0553 2.5737
O -2.9616 0.1123 3.2800
O -3.8746 0.9790 1.4282
C -4.3150 -0.3160 1.0426
H -3.4583 -0.9792 0.9059
H -4.9702 -0.7375 1.8072
H -4.8511 -0.1866 0.1064
H -2.1999 2.4614 3.7998
C -1.8162 2.9789 1.7288
C -0.9719 4.1602 2.2424
H -1.6245 4.9493 2.6075
H -0.3221 3.8327 3.0505
H -0.3554 4.5596 1.4400
H -5.2505 4.7674 2.0903
H -4.2841 4.5154 -0.1936
H -0.3804 1.6316 -0.9616
H -0.3646 1.1570 2.9705
C 1.3109 -0.8334 2.5307
C 2.2251 -1.6200 1.8663
C 3.0101 -2.7795 2.3776
H 3.9980 -2.7925 1.9126
H 3.1443 -2.7050 3.4580
C 2.2767 -4.0943 2.0386
C 3.1570 -5.2709 2.3438
O 4.1673 -5.5507 1.7336
O 2.7245 -5.9744 3.3822
C 3.4936 -7.1126 3.7524
H 3.5725 -7.8041 2.9116
H 2.9689 -7.5773 4.5827
H 4.4979 -6.8086 4.0541
H 2.0475 -4.1156 0.9695
H 1.3531 -4.1694 2.6105
C 0.9121 -0.8977 3.9645
H 1.2488 -0.0084 4.4983
H 1.3453 -1.7698 4.4456
H -0.1719 -0.9551 4.0529
H 1.1665 0.1905 -0.5630
H 3.7459 -2.3934 -0.3644
C 3.4887 -1.7364 -3.0378
C 2.9442 -1.0844 -4.0993
C 3.2653 -1.2125 -5.5462
H 4.0976 -1.8954 -5.6993
H 2.4049 -1.5957 -6.0957
H 3.5308 -0.2430 -5.9684
C 4.5533 -2.7807 -3.0376
H 5.1315 -2.6951 -3.9599
H 5.2394 -2.6324 -2.2012
C 3.9693 -4.2082 -2.9629
C 3.6504 -4.6215 -1.5449
O 2.5416 -4.8416 -1.1215
O 4.7458 -4.7220 -0.8032
H 4.5469 -5.0270 0.1197
H 4.7117 -4.9129 -3.3420
H 3.0628 -4.2767 -3.5644
H 1.3450 0.5528 -5.4157
C -2.6066 3.8835 -4.9504
H -2.5278 3.9500 -6.0327
H -3.6096 3.5349 -4.7010
H -2.4809 4.8805 -4.5270
H -0.6021 2.9562 -7.0691
H -0.3308 0.8520 -8.2418
H -0.4356 -0.0718 -6.6642
```

Computed properties:
Net charge   0
E_LUMO   -0.048 Eh
E_HOMO   -0.23941 Ha
Orbital gap   0.192 hartree

=====

# 3
Computed, not measured: a single C8H6N2S molecule at a distorted geometry, with wB97M-V/def2-TZVPD.

```
17
C8H6N2S, DFT wB97M-V/def2-TZVPD
C -2.9950 1.1383 -0.1019
C -3.2518 -0.1621 0.2867
S -1.8519 -1.1966 -0.0389
C -0.7553 0.1423 -0.0674
C 0.7714 0.0957 -0.0838
C 1.5435 1.2581 0.1435
C 2.9473 1.0610 0.0009
N 3.5626 -0.0874 0.0462
C 2.7796 -1.1466 0.0363
N 1.3603 -1.0867 -0.0885
C -1.5643 1.2816 -0.1380
H -3.8688 1.8151 0.0183
H -4.0534 -0.7527 0.3759
H 0.8565 2.1871 0.0739
H 3.5837 2.0156 0.1485
H 3.0708 -2.2355 -0.0144
H -1.2730 2.3234 -0.1416
```

Computed properties:
Net charge   0
E_LUMO   0.000 Eh
E_HOMO   -0.32861 Ha
Energy above the lowest of the compared OMol25 structures with the same formula, charge and spin   202.12 kJ/mol
SMILES string   c1csc(-c2ccncn2)c1
Orbital gap   0.329 hartree

=====

# 4
Computed, not measured: a 5-piece molecular cluster, C16H32FIN5O12 overall, with wB97M-V/def2-TZVPD.

```
67
C16H32FIN5O12, DFT wB97M-V/def2-TZVPD
N 1.4961 5.3185 -0.3684
N 2.7762 5.1178 -0.8378
C 3.9338 5.6961 -0.5270
N 4.9441 5.1878 -1.1951
C 4.3968 4.2326 -1.9734
N 5.0929 3.4547 -2.8009
I 7.1017 3.6871 -3.0173
N 3.0615 4.1705 -1.7983
C 2.0747 3.3072 -2.4419
C 0.9358 4.1027 -3.0842
F 0.3415 3.2933 -4.0216
H 1.2198 6.2848 -0.4928
H 1.4463 5.0461 0.6116
H 3.9862 6.4924 0.1999
H 4.6501 2.7427 -3.3553
H 2.5796 2.7749 -3.2454
H 1.7142 2.5763 -1.7167
H 1.3291 5.0110 -3.5498
H 0.1927 4.4054 -2.3503
C 0.0385 -2.0688 0.9826
O 0.3981 -0.9497 0.1559
C -0.4850 -0.6886 -0.8020
O -1.5021 -1.2943 -1.0099
O -0.0506 0.3682 -1.4992
C -0.9139 0.7750 -2.5708
H 0.8350 -2.1802 1.7114
H -0.9028 -1.8788 1.4934
H -0.0378 -2.9749 0.3862
H -1.8928 1.0614 -2.1895
H -1.0234 -0.0184 -3.3072
H -0.4166 1.6310 -3.0158
C -0.6825 5.3719 4.1465
O 0.2486 4.6879 4.9882
C 1.4115 4.3894 4.4269
O 1.7358 4.6449 3.2880
O 2.1617 3.7649 5.3216
C 3.4609 3.3748 4.8661
H -1.5669 5.5376 4.7527
H -0.2750 6.3282 3.8231
H -0.9394 4.7595 3.2836
H 4.0411 4.2477 4.5730
H 3.3805 2.6796 4.0325
H 3.9367 2.8841 5.7087
C -2.5875 -2.7694 -3.2367
O -3.4102 -3.5131 -4.1448
C -4.4844 -4.0636 -3.5815
O -4.7877 -3.9888 -2.4188
O -5.1638 -4.7137 -4.5250
C -6.3514 -5.3603 -4.0570
H -1.7580 -2.3988 -3.8336
H -3.1365 -1.9383 -2.8068
H -2.2112 -3.4098 -2.4439
H -7.0472 -4.6322 -3.6448
H -6.1095 -6.1077 -3.3040
H -6.7919 -5.8410 -4.9251
C -2.2829 -6.6845 1.1087
O -1.0795 -6.1621 1.6855
C -0.8626 -6.5476 2.9427
O -1.5708 -7.2687 3.5926
O 0.2786 -5.9924 3.3580
C 0.6358 -6.3319 4.7020
H -2.3267 -6.2895 0.0981
H -2.2518 -7.7716 1.0802
H -3.1526 -6.3514 1.6709
H 0.7761 -7.4062 4.8011
H -0.1286 -5.9939 5.3989
H 1.5716 -5.8184 4.9022
```

Computed properties:
Net charge   +1
E_LUMO   -0.138 Eh
E_HOMO   -0.44180 Ha
Orbital gap   0.304 hartree

=====

# 5
Computed, not measured: a single C17H16BrNO3S molecule, with wB97M-V/def2-TZVPD.

```
39
C17H16BrNO3S, DFT wB97M-V/def2-TZVPD
O 0.8286 2.0614 1.6590
C 0.8025 2.2332 0.4584
C 1.9074 1.6844 -0.4643
O 1.4790 0.5730 -1.2473
C 0.7804 0.7956 -2.3591
O 0.4329 1.8889 -2.7367
C 0.4661 -0.4948 -3.0535
S -1.1367 -1.1412 -2.4158
C -1.0333 -0.8345 -0.6628
C -1.9916 0.0421 -0.1230
C -2.0015 0.3214 1.2110
C -1.0306 -0.2304 2.0710
C -0.9934 0.0891 3.4420
C -0.0370 -0.4408 4.2607
C 0.9224 -1.3207 3.7416
C 0.9115 -1.6579 2.4172
C -0.0584 -1.1255 1.5453
C -0.1156 -1.4327 0.1657
Br 1.0935 -2.7114 -0.5478
N -0.1437 2.9213 -0.1974
C -1.2520 3.5379 0.4551
C -2.5669 3.6088 -0.2579
C -1.7520 4.8541 -0.0583
H 2.7205 1.3034 0.1550
H 2.2649 2.4807 -1.1262
H 1.2474 -1.2356 -2.8953
H 0.2838 -0.3270 -4.1130
H -2.7151 0.4774 -0.7945
H -2.7450 0.9864 1.6229
H -1.7329 0.7745 3.8287
H -0.0097 -0.1818 5.3084
H 1.6787 -1.7300 4.3946
H 1.6603 -2.3321 2.0286
H -0.1019 2.9863 -1.2096
H -1.2221 3.3554 1.5209
H -3.4724 3.4833 0.3147
H -2.6191 3.2000 -1.2555
H -2.0896 5.5871 0.6570
H -1.2615 5.2783 -0.9209
```

Computed properties:
Net charge   0
E_LUMO   0.007 Eh
E_HOMO   -0.30362 Ha
Energy above the lowest of the compared OMol25 structures with the same formula, charge and spin   0.00 kJ/mol
SMILES string   O=C(COC(=O)CSc1ccc2ccccc2c1Br)NC1CC1
Orbital gap   0.310 hartree

=====

# 6
Computed, not measured: a 13-piece molecular cluster, C4H35N2O15 overall at a distorted geometry, with wB97M-V/def2-TZVPD.

```
56
C4H35N2O15, DFT wB97M-V/def2-TZVPD
C 0.3555 0.1586 0.7792
C -0.3234 -1.1869 0.5155
C -1.5311 -1.4869 1.4031
O -1.4496 -2.8167 1.9478
N -0.0075 1.2233 -0.1513
C 0.6081 1.3499 -1.4596
N 1.4717 2.5415 -1.4493
O -0.2381 1.4005 -2.4810
H 0.0919 0.5221 1.7657
H 1.4380 0.0502 0.7855
H -0.6014 -1.2493 -0.5369
H 0.3999 -1.9960 0.6294
H -1.5703 -0.8347 2.2762
H -2.4707 -1.4113 0.8562
H -1.0158 1.2687 -0.2437
H 1.4602 3.0324 -2.3263
H 2.4055 2.3649 -1.0964
H -2.0652 1.7389 1.7106
H -0.6501 2.3820 1.9436
O -1.3911 1.9426 2.3903
H -2.6526 2.4176 -0.3509
H -2.9850 0.9829 -0.6110
O -3.0348 1.6394 0.1036
H 2.4013 -3.1463 0.9836
H 3.1695 -1.7828 1.0662
O 2.8502 -2.5650 1.6082
H -1.3105 -3.4365 1.2176
H -1.9058 -3.3978 -1.4243
O -1.2156 -4.0125 -1.1539
H -0.6386 0.9236 3.7888
H 0.6569 0.0765 3.8803
O 0.2819 0.9749 4.0345
H -1.7106 0.6977 -2.2599
H -3.2085 0.7493 -2.7476
O -2.6056 0.2173 -2.1967
H 0.4712 -2.1422 -3.0331
H 1.8451 0.1345 -2.5068
O 1.5452 0.1720 -1.6071
H -0.9014 2.9184 -1.7625
H -0.8014 3.7606 -0.4633
O -1.4188 3.4768 -1.1547
H -1.3463 -1.0520 -3.8111
H -0.2742 -0.0137 -3.5166
O -0.4177 -0.8727 -4.0042
H 1.1336 -1.6858 -1.7477
H -0.4097 -3.5428 -1.5060
O 0.8680 -2.5082 -2.2073
H 2.8803 -0.1624 -0.5577
H 3.7792 0.4040 0.5726
O 3.6647 -0.3765 0.0031
H 1.2467 2.7001 2.3095
H 1.2888 2.2962 0.8546
O 0.9951 3.0204 1.4372
H 0.2076 -2.2310 3.1836
H 1.6713 -1.9413 2.8361
O 0.9639 -1.6866 3.4842
```

Computed properties:
Net charge   -1
E_LUMO   0.094 Eh
E_HOMO   -0.22114 Ha
Energy above the lowest of the compared OMol25 structures with the same formula, charge and spin   8.35 kJ/mol
Orbital gap   0.316 hartree

=====

# 7
Computed, not measured: a single C10H17N3O4 molecule at a distorted geometry, with wB97M-V/def2-TZVPD.

```
34
C10H17N3O4, DFT wB97M-V/def2-TZVPD
N 0.5296 5.4623 1.6392
C 1.1221 4.2642 1.3593
O 2.3231 4.1343 1.2140
C 0.2388 3.0236 1.4518
C 0.7545 1.9202 0.5032
C 0.1003 0.5449 0.6821
N 0.3481 -0.1356 1.9316
C 0.4963 -0.3018 -0.5210
O 1.4387 0.0148 -1.3023
N -0.1607 -1.4686 -0.6459
C -1.2518 -1.9730 0.2106
C -1.8198 -3.1775 -0.5653
C -0.4913 -3.7878 -1.0003
C 0.2628 -2.5336 -1.5658
C -0.2114 -2.1866 -2.9935
O -1.0123 -2.8492 -3.6135
O 0.2592 -1.0516 -3.5130
H -0.4503 5.4426 1.8206
H 1.0615 6.2302 1.9971
H 0.1980 2.7538 2.5111
H -0.8285 3.1901 1.0988
H 0.6563 2.2142 -0.5267
H 1.8335 1.8404 0.7358
H -0.9437 0.5684 0.5672
H 0.0524 0.4180 2.7194
H 1.3691 -0.1917 2.0149
H -2.1008 -1.2653 0.4682
H -0.8580 -2.3083 1.1621
H -2.4336 -3.9233 0.0107
H -2.3692 -2.8801 -1.4609
H -0.4895 -4.6106 -1.8312
H 0.1153 -4.0701 -0.1850
H 1.3498 -2.6306 -1.5234
H 0.9116 -0.6767 -2.8502
```

Computed properties:
Net charge   0
E_LUMO   0.016 Eh
E_HOMO   -0.35368 Ha
Energy above the lowest of the compared OMol25 structures with the same formula, charge and spin   71.17 kJ/mol
SMILES string   NC(=O)CC[C@H](N)C(=O)N1CCC[C@H]1C(=O)O
Orbital gap   0.370 hartree

=====

# 8
Computed, not measured: a 3-piece molecular cluster, H7O3 overall at a distorted geometry, with wB97M-V/def2-TZVPD.

```
10
H7O3, DFT wB97M-V/def2-TZVPD
O -1.7257 1.0390 -0.3656
H -1.4754 1.9544 -0.6709
H -2.7091 1.0461 -0.3123
O 1.8175 -0.9357 -0.7521
H 2.7308 -0.6493 -1.0081
H 1.8653 -1.9014 -0.9287
O -0.0510 -0.0582 1.1247
H 0.7105 -0.4600 0.6369
H -0.4741 -0.4526 1.9286
H -0.6888 0.4178 0.3474
```

Computed properties:
Net charge   +2
E_LUMO (spin up / spin down)   -0.343 / -0.660 Eh
E_HOMO (spin up / spin down)   -0.83533 / -0.79710 Ha
Energy above the lowest of the compared OMol25 structures with the same formula, charge and spin   10.18 kJ/mol
<S²>   0.75
Orbital gap (spin up / spin down)   0.492 / 0.137 hartree
Multiplicity   2

=====

Electronic energy across the listed records, respectively: -263.1665, -2408.5487, -816.0743, -2202.8151, -3910.0969, -1411.6645, -856.5245, -229.0082 Eh.